1.
This record from the OMol25 dataset describes a molecular structure, C2H5NO. The level of theory is ωB97M-V/def2-TZVPD.

Computed properties:
Charge: 0
HOMO-LUMO gap, eV: 9.45
2S+1: 1
HOMO, eV: -8.775

Geometry (Å):
1 C -0.53752 -0.57837 -1.39761
2 C -1.30092 -0.61592 -0.32575
3 N 1.28362 0.74302 0.65445
4 O -0.14819 -0.70178 -2.49645
5 H 0.71473 0.19715 1.47440
6 H -1.23455 -1.24438 0.47650
7 H -2.19174 0.04002 -0.42707
8 H 1.36474 1.92173 1.33886
9 H 2.04983 0.23852 0.70268

Atom charges from the Löwdin analysis, given in e for atoms 1 to 2:
1 C -0.272
2 C -0.027

=====

2.
This record from the OMol25 dataset describes 2 unconnected molecules or ions with the total composition C2H5NO. The level of theory is ωB97M-V/def2-TZVPD.

Computed properties:
Charge: 0
HOMO-LUMO gap, eV: 11.06
2S+1: 1
HOMO, eV: -10.236

Geometry (Å):
1 C 1.66748 -3.38833 2.55279
2 N 0.48931 -3.71009 2.26041
3 H 2.37396 -4.13855 2.88364
4 H 2.04838 -2.37504 2.50466
5 H -0.08612 -2.90174 2.02013
6 O -1.40266 4.08457 -2.42359
7 C -0.88004 3.00433 -2.37675
8 H -0.81250 2.28550 -3.22325
9 H -0.36437 2.65725 -1.46441

Atom charges from the Löwdin analysis, given in e for atoms 1 to 2:
1 C -0.156
2 N 0.012

=====

It is 2 that is the most stable of them.

=====

1.
This record from the OMol25 dataset describes a gas-phase ion, C5H10N (charge +1). The level of theory is ωB97M-V/def2-TZVPD.

Computed properties:
Charge: +1
HOMO-LUMO gap, eV: 9.31
2S+1: 1
HOMO, eV: -13.204

Geometry (Å):
1 C 0.25324 -0.76487 -0.30014
2 C -0.80386 0.15990 0.53177
3 C 1.80156 -0.56165 -0.35730
4 C -2.13710 0.16232 0.29383
5 C -3.39285 0.09684 -0.10159
6 N 2.06447 0.76909 0.24344
7 H 0.13156 -1.78154 0.05673
8 H -0.15878 -0.66180 -1.32776
9 H 1.37020 0.76419 1.09094
10 H -0.42057 0.84592 1.30540
11 H 2.30733 -0.62439 -1.32287
12 H -4.22334 -0.44370 0.40349
13 H 2.21757 -1.35773 0.33394
14 H -3.68022 0.69639 -0.96175
15 H 1.63964 1.68912 -0.32922
16 H 3.03117 1.01191 0.44109

Atom charges from the Löwdin analysis, given in e for atoms 1 to 2:
1 C -0.141
2 C -0.102

=====

2.
This record from the OMol25 dataset describes 2 unconnected molecules or ions with the total composition C5H10N. The level of theory is ωB97M-V/def2-TZVPD.

Computed properties:
Charge: +1
HOMO-LUMO gap, eV: 8.79
2S+1: 1
HOMO, eV: -13.724

Geometry (Å):
1 C -1.67931 0.86344 0.61614
2 C -1.79542 -0.26495 -0.01957
3 C 0.99810 0.15202 1.20105
4 C -1.82025 -1.35506 -0.70786
5 C 1.34633 -0.16277 -0.20579
6 N 1.78087 0.63669 -1.17976
7 H -0.88573 1.58358 0.41418
8 H 1.36276 1.21620 1.42221
9 H -0.05830 0.14304 1.20652
10 H 1.31534 -0.71007 1.69476
11 H -1.18145 -2.12844 -0.43384
12 H -2.32807 -1.52036 -1.55537
13 H 1.37658 -1.21067 -0.63956
14 H 2.07440 1.61977 -1.11663
15 H -2.38270 0.98600 1.44525
16 H 1.87685 0.15157 -2.14173

Atom charges from the Löwdin analysis, given in e for atoms 1 to 2:
1 C -0.016
2 C -0.172

=====

It is 1 that is the most stable of them.

=====

1.
This record from the OMol25 dataset describes a gas-phase ion, C5H10N (charge +1). The level of theory is ωB97M-V/def2-TZVPD.

Computed properties:
Charge: +1
HOMO-LUMO gap, eV: 10.93
2S+1: 1
HOMO, eV: -14.322

Geometry (Å):
1 C -1.63614 0.29894 0.58594
2 C -0.49867 0.94899 0.73242
3 C -1.63808 -0.63560 -0.56026
4 C 0.47644 0.59243 -0.37622
5 C 1.79707 0.41682 0.35840
6 N -0.17011 -0.56923 -1.02427
7 H -2.33657 0.15328 1.36189
8 H -0.26605 1.75825 1.49875
9 H -2.06995 -1.61910 -0.45442
10 H -2.21581 -0.06171 -1.27225
11 H 0.71257 1.50696 -1.12930
12 H 2.43544 -0.37581 0.03855
13 H 1.64216 0.36075 1.39934
14 H 2.31522 1.42362 0.29686
15 H 0.26253 -1.42625 -0.63195
16 H 0.05387 -0.71953 -1.99810

Atom charges from the Löwdin analysis, given in e for atoms 1 to 2:
1 C -0.063
2 C -0.044

=====

2.
This record from the OMol25 dataset describes a gas-phase ion, C5H10N (charge +1). The level of theory is ωB97M-V/def2-TZVPD.

Computed properties:
Charge: +1
HOMO-LUMO gap, eV: 7.46
2S+1: 1
HOMO, eV: -13.741

Geometry (Å):
1 C -0.16452 -0.46165 0.69228
2 C -1.70191 0.32807 2.45867
3 C 0.51059 -0.03532 -0.60477
4 C 1.13688 -1.18614 -1.33617
5 C 0.31330 1.22678 -1.22747
6 N -1.16089 0.40327 1.30607
7 H 0.75801 -0.59296 1.36924
8 H -0.79403 -1.47526 0.45990
9 H -1.41825 -0.40311 3.14806
10 H -2.24149 1.10047 2.74956
11 H 1.29224 -2.03376 -0.79232
12 H 2.05215 -0.88971 -1.71586
13 H 0.56327 -1.16554 -2.35064
14 H 1.14094 1.91416 -1.18153
15 H -0.46332 1.98184 -0.70786
16 H 0.17704 1.28886 -2.26717

Atom charges from the Löwdin analysis, given in e for atoms 1 to 2:
1 C -0.159
2 C 0.043

=====

3.
This record from the OMol25 dataset describes 2 unconnected molecules or ions with the total composition C5H10N. The level of theory is ωB97M-V/def2-TZVPD.

Computed properties:
Charge: +1
HOMO-LUMO gap (spin up / spin down), eV: 8.27 / 8.27
2S+1: 1
HOMO (spin up / spin down), eV: -13.980 / -13.979

Geometry (Å):
1 C 0.70268 -0.61593 -0.40689
2 C 1.66115 -0.00712 0.40619
3 C -0.42084 -1.02720 0.34694
4 C 2.97488 0.51609 -0.13627
5 C -2.95984 0.92350 -0.24215
6 N -2.73218 -0.29471 0.00852
7 H 0.84392 -0.77292 -1.45947
8 H -1.06895 -1.96467 0.03935
9 H -0.62235 -0.79702 1.31846
10 H 2.74104 1.29282 -0.95822
11 H 3.47013 -0.21593 -0.57969
12 H 3.63778 1.06380 0.66568
13 H -3.96241 1.18593 -0.22582
14 H 1.41563 0.01933 1.45298
15 H -2.27569 1.72702 -0.37778
16 H -3.40495 -1.03298 0.14815

Atom charges from the Löwdin analysis, given in e for atoms 1 to 2:
1 C -0.089
2 C -0.012

=====

It is 1 that is the most stable of them.

=====

1.
This record from the OMol25 dataset describes C3H5NO4 in the gas phase. The level of theory is ωB97M-V/def2-TZVPD.

Computed properties:
Charge: 0
HOMO-LUMO gap, eV: 10.81
2S+1: 1
HOMO, eV: -10.429

Geometry (Å):
1 C -1.32979 0.10817 -0.06508
2 C 0.04027 0.46267 -0.47015
3 C 1.30227 -0.34212 0.10526
4 H -2.27802 -0.13701 1.91679
5 H -0.70534 0.46360 1.84195
6 H 0.54328 1.35528 -0.02152
7 H -0.49027 -0.03772 -2.27595
8 H 2.72601 -1.52262 -0.19643
9 N -1.43434 0.16827 1.26240
10 O -2.21472 -0.13515 -0.88414
11 O 0.09175 0.83801 -1.78630
12 O 2.26736 -0.71811 -0.81345
13 O 1.48154 -0.50327 1.38661

Atom charges from the Löwdin analysis, given in e for atoms 1 to 2:
1 C -0.510
2 C -0.308

=====

2.
This record from the OMol25 dataset describes 2 unconnected molecules or ions with the total composition C3H5NO4. The level of theory is ωB97M-V/def2-TZVPD.

Computed properties:
Charge: 0
HOMO-LUMO gap, eV: 10.31
2S+1: 1
HOMO, eV: -10.034

Geometry (Å):
1 C -0.03883 -1.33066 0.20160
2 C 0.83364 0.52853 0.63908
3 C -0.57228 0.06348 0.23891
4 N -0.29715 0.69524 -2.05945
5 O 0.12497 0.25953 -3.05963
6 O -0.99067 1.84601 -2.14270
7 O 1.23415 -0.79681 0.55423
8 O -1.61893 0.63237 0.11800
9 H -0.48354 -1.86563 1.06614
10 H -0.21595 -1.89656 -0.85021
11 H 1.18382 1.10485 -0.16486
12 H 0.96182 1.23873 1.56365
13 H -1.24041 2.30441 -1.35673

Atom charges from the Löwdin analysis, given in e for atoms 1 to 2:
1 C -0.098
2 C -0.140

=====

It is 1 that is the most stable of them.